ORCA calculation (wB97M-V/def2-TZVPD) on C16H14F5NaS as an isolated structure.

Orbital gap, eV: 6.89
HOMO energy, eV: -7.13

Structure (XYZ):
```
37
Properties=species:S:1:pos:R:3:forces:R:3
Na 0.743692 0.391223 -0.348341 -0.090 0.555 0.061
C 0.394086 -3.448776 -3.299266 -0.140 0.168 -0.040
C 0.155436 -2.024471 -2.787860 0.122 -0.156 -0.183
C 1.099432 -1.045648 -3.477770 -0.195 0.002 0.089
C 0.285070 -2.010240 -1.284597 -0.181 -0.065 -0.160
C -0.860755 -2.119004 -0.505612 -0.098 -0.074 -0.040
C -0.792436 -2.173674 0.872117 0.061 -0.076 0.025
C 0.431759 -2.116671 1.527497 -0.010 -0.018 -0.011
C 0.502865 -2.153698 3.017783 -0.019 0.140 0.110
C 1.580674 -2.006132 0.753150 0.108 -0.204 0.132
C 1.514836 -1.969438 -0.631611 0.155 -0.282 -0.223
H 0.304764 -3.487057 -4.382032 -0.033 -0.037 -0.139
H -0.335032 -4.127701 -2.865828 -0.033 -0.151 0.023
H 1.390384 -3.795304 -3.030203 0.094 -0.015 0.059
H -0.872980 -1.736061 -3.040282 0.111 -0.059 0.087
H 2.133701 -1.361406 -3.361891 0.147 0.097 0.028
H 0.974851 -0.033595 -3.073983 0.118 -0.030 -0.156
H 0.884600 -1.013725 -4.544152 0.021 0.083 -0.053
H -1.821511 -2.202789 -0.996151 -0.080 0.107 -0.026
H -1.699900 -2.276843 1.445147 -0.124 0.054 0.118
H 0.292671 -1.155437 3.404911 0.014 0.028 0.099
H 1.489334 -2.459756 3.356570 0.055 -0.006 0.064
H -0.238592 -2.834311 3.429962 -0.036 -0.047 0.031
H 2.545333 -1.994165 1.243792 0.055 0.042 0.009
H 2.434540 -1.961292 -1.203958 0.038 0.087 -0.030
F -1.602756 6.980765 1.583101 0.028 -0.250 -0.019
C -1.332778 5.666293 1.612333 0.028 -0.250 0.064
C -1.877664 4.850655 2.604205 0.039 0.198 -0.119
F -2.700364 5.380385 3.518391 0.105 0.035 -0.079
C -1.583019 3.501895 2.643605 0.261 -0.130 -0.376
F -2.135354 2.752937 3.607579 0.043 0.227 -0.102
C -0.744454 2.888374 1.692542 -0.193 1.085 -0.053
S -0.425896 1.218339 1.748943 0.078 -1.067 0.264
C -0.222893 3.740099 0.708849 -0.139 -0.429 0.211
F 0.576176 3.206228 -0.265404 -0.246 0.265 0.256
C -0.504722 5.090535 0.656217 0.007 0.143 -0.066
F 0.016898 5.839469 -0.327752 -0.073 0.030 0.146
```
Forces are in eV/Å.